(1)
The following is a quantum chemistry calculation of 2 unconnected molecules or ions with the total composition C2H3P in a non-equilibrium geometry, from the Open Molecules 2025 dataset.

Its energy above the lowest of the compared OMol25 structures with the same formula, charge and spin is 2.426 eV. As for the net charge: 0. Its largest force on an atom is 5.80 eV/Å. The value obtained for the HOMO energy is -9.81 eV.

Last column: Löwdin charge in e.
Geometry (Å):
1 C 0.8782 -0.5242 -0.2015  -0.247
2 C 2.0906 -0.4268 -0.4201  -0.100
3 P -1.5450 -0.7755 0.2300  0.716
4 H 3.0460 -0.1099 -0.4142  -0.051
5 H -1.6346 0.3783 -0.7157  -0.143
6 H -1.5411 -0.0089 1.4559  -0.175

---

(2)
The following is a quantum chemistry calculation of a gas-phase ion, C2H4 (charge -1) in a non-equilibrium geometry, from the Open Molecules 2025 dataset.

Its multiplicity is 2. Its energy above the lowest of the compared OMol25 structures with the same formula, charge and spin is 0.000 eV. As for the net charge: -1. Its largest force on an atom is 1.26 eV/Å. The value obtained for the HOMO energy (spin up / spin down) is 1.85 / -2.26 eV.

Last column: Mulliken spin population.
Geometry (Å):
1 C 0.0676 -0.1094 -0.7238  0.510
2 C -0.0431 0.0910 0.6657  0.468
3 H 0.6369 -0.9276 -1.1455  0.001
4 H -0.4708 0.5886 -1.3572  0.010
5 H 0.3346 -0.5899 1.4292  0.004
6 H -0.5252 0.9473 1.1316  0.007

---

(3)
The following is a quantum chemistry calculation of 18 unconnected molecules or ions with the total composition C2H40N2O17 in a non-equilibrium geometry, from the Open Molecules 2025 dataset.

Its energy above the lowest of the compared OMol25 structures with the same formula, charge and spin is 2.353 eV. As for the net charge: 0. Its largest force on an atom is 1.87 eV/Å. The value obtained for the HOMO energy is -10.01 eV.

Last column: Löwdin charge in e.
Geometry (Å):
1 C -0.2509 0.3359 -0.4784  -0.068
2 N 0.8667 -0.3212 -1.1262  0.008
3 C 2.1005 0.2705 -1.0498  -0.283
4 N 3.1581 -0.4515 -1.0737  0.088
5 H -0.3320 1.3847 -0.7054  0.049
6 H -1.2258 -0.1043 -0.6540  0.075
7 H -0.2165 0.4142 0.6195  0.075
8 H 0.9105 -1.3229 -1.0387  0.083
9 H 2.1419 1.3477 -1.2075  0.121
10 H 4.0306 0.0462 -1.2021  0.081
11 H -3.0357 -1.2351 -1.9568  0.024
12 H -3.5361 -0.4237 -0.7282  -0.016
13 O -3.6497 -1.2439 -1.2187  -0.059
14 H -0.5263 -1.6266 -2.9534  0.025
15 H -0.3327 -1.2873 -4.4751  0.082
16 O -0.9281 -1.1741 -3.7206  -0.038
17 H 2.0957 -2.8318 2.9229  0.029
18 H 3.0110 -1.6123 2.3885  0.004
19 O 2.7021 -2.5226 2.2362  -0.069
20 H -2.8545 1.6255 -0.1628  0.012
21 H -4.0506 1.4666 0.7991  0.053
22 O -3.3167 1.0054 0.4146  -0.040
23 H -0.0556 -4.0938 -2.0118  0.085
24 H 0.9845 -3.0939 -1.4490  0.009
25 O 0.0611 -3.1582 -1.8095  -0.087
26 H -2.9008 -3.1239 -0.6881  0.013
27 H -1.2594 -3.3192 -0.6756  -0.018
28 O -2.1008 -3.2727 -0.1726  -0.090
29 H -0.6607 0.3866 -3.3127  0.016
30 H -0.6274 1.7537 -4.1180  0.074
31 O -0.5549 1.3760 -3.2433  -0.087
32 H 2.6256 3.4676 1.4012  0.051
33 H 2.9210 2.0142 0.9907  -0.007
34 O 2.8459 2.9143 0.6403  -0.060
35 H -2.5181 -1.0633 2.3122  0.074
36 H -2.4431 -0.5627 3.7219  0.075
37 O -1.8708 -0.8943 3.0161  -0.050
38 H -0.1243 -0.3453 2.7490  0.049
39 H 0.5687 0.5722 3.7413  0.095
40 O 0.3973 0.4870 2.7864  -0.080
41 H 2.0718 0.1692 2.4192  0.016
42 H 2.7088 0.1545 0.9848  -0.007
43 O 2.9192 0.2176 1.9232  -0.075
44 H -0.8943 1.5836 3.4131  -0.021
45 H -2.2317 2.5620 3.6076  0.044
46 O -1.5728 1.9703 3.9932  -0.072
47 H 1.7604 3.5306 -2.6920  0.056
48 H 0.4617 2.6891 -2.5924  -0.012
49 O 0.8755 3.5301 -2.3041  -0.062
50 H 0.7291 3.7626 -0.1696  -0.011
51 H 0.1361 3.4071 1.2241  0.015
52 O 0.1267 4.0620 0.5262  -0.061
53 H -1.1040 -2.8172 2.7137  0.004
54 H -0.1939 -3.2777 1.6154  0.015
55 O -0.3762 -3.4383 2.5487  -0.058
56 H -1.3402 2.4120 -1.8698  -0.020
57 H -2.0027 3.6589 -1.2851  0.053
58 O -2.2139 2.8015 -1.6740  -0.062
59 H 2.6111 -3.3853 -0.0108  0.041
60 H 2.8982 -2.2192 -0.9293  0.001
61 O 2.5813 -3.1572 -0.9501  -0.076